Entry 1:
One molecule with the formula C3H4BrClS at a distorted geometry. Source: OMol25; level of theory: ωB97M-V/def2-TZVPD.

Results
- Highest occupied orbital energy (spin up / spin down): -0.308 / -0.305 hartree
- Charge: 0
- Multiplicity: 1
- SMILES: C#S(/C)=C(/Cl)Br
- Lowest unoccupied orbital energy (spin up / spin down): -1.57 / -1.34 eV
- Orbital gap (spin up / spin down): 6.82 / 6.97 eV

Each atom is followed by the atoms it is bonded to, with distances in Å.
Geometry (Å):
1 C -1.05 -1.58 0.88  S4 1.635, H7 1.089
2 C -0.57 0.45 -1.53  S4 2.075, Cl5 1.729, Br6 1.893
3 C 0.97 0.56 0.86  S4 1.835, H8 1.026, H9 1.085, H10 1.079
4 S 0.08 -0.80 0.00  C1 1.635, C2 2.075, C3 1.835
5 Cl 0.74 0.32 -2.66  C2 1.729
6 Br -2.33 -0.01 -2.04  C2 1.893
7 H -1.44 -1.29 1.86  C1 1.089
8 H 1.49 0.16 1.65  C3 1.026
9 H 0.41 1.49 0.89  C3 1.085
10 H 1.69 0.70 0.08  C3 1.079

Atomic partial charges in e from the Mulliken method, atoms 1 to 4:
1 C -0.54
2 C 0.01
3 C -0.89
4 S 0.24

=====

Entry 2:
One molecule with the formula C3H4BrF at a distorted geometry. Source: OMol25; level of theory: ωB97M-V/def2-TZVPD.

Results
- Highest occupied orbital energy: -0.345 hartree
- Charge: 0
- Multiplicity: 1
- SMILES: C=C(F)CBr
- Lowest unoccupied orbital energy: 0.84 eV
- Orbital gap: 10.24 eV

Each atom is followed by the atoms it is bonded to, with distances in Å.
Geometry (Å):
1 C 0.73 1.11 -0.54  C2 1.486, H6 1.163, H7 1.051
2 C 0.63 -0.27 0.00  C1 1.486, C3 1.504, F4 1.354
3 C -0.73 -0.81 0.35  C2 1.504, Br5 1.868, H8 1.062, H9 1.109
4 F 1.68 -1.11 0.15  C2 1.354
5 Br -2.09 0.47 0.25  C3 1.868
6 H 1.79 1.59 -0.62  C1 1.163
7 H -0.06 1.74 -0.82  C1 1.051
8 H -1.23 -1.58 -0.18  C3 1.062
9 H -0.71 -1.15 1.40  C3 1.109

Atomic partial charges in e from the Mulliken method, atoms 1 to 4:
1 C -0.75
2 C 0.52
3 C -0.50
4 F -0.23

=====

Entry 3:
One molecule with the formula C3H4BrF at a distorted geometry. Source: OMol25; level of theory: ωB97M-V/def2-TZVPD.

Results
- Highest occupied orbital energy (spin up / spin down): -0.180 / -0.404 hartree
- Charge: 0
- Multiplicity: 3
- Lowest unoccupied orbital energy (spin up / spin down): 0.98 / -3.82 eV
- ⟨S²⟩: 2.01
- Orbital gap (spin up / spin down): 5.89 / 7.18 eV

Each atom is followed by the atoms it is bonded to, with distances in Å.
Geometry (Å):
1 C 0.47 -0.23 -0.76  C2 1.512, C3 1.552, H6 1.170, H7 1.021
2 C 0.51 -0.19 0.75  C1 1.512, C3 1.505, H8 1.077, H9 1.052
3 C -0.72 0.34 0.06  C1 1.552, C2 1.505, F4 1.480, Br5 1.921
4 F -0.95 1.79 0.21  C3 1.480
5 Br -2.41 -0.56 -0.04  C3 1.921
6 H 1.09 0.57 -1.34  C1 1.170
7 H 0.17 -1.12 -1.17  C1 1.021
8 H 0.64 -1.14 1.24  C2 1.077
9 H 1.20 0.55 1.05  C2 1.052

Atomic partial charges in e from the Mulliken method, atoms 1 to 4:
1 C -0.52
2 C -0.63
3 C 0.46
4 F -0.32

=====

Entry 4:
A 2-piece molecular cluster, C3H4BrN3O overall at a distorted geometry. Source: OMol25; level of theory: ωB97M-V/def2-TZVPD.

Results
- Highest occupied orbital energy: -0.342 hartree
- Charge: 0
- Multiplicity: 1
- Lowest unoccupied orbital energy: 0.19 eV
- Orbital gap: 9.50 eV

Each atom is followed by the atoms it is bonded to, with distances in Å.
Geometry (Å):
1 C 0.08 1.22 1.11  C3 1.444, N4 1.173
2 C 0.53 -0.71 -0.94  N5 1.333, O7 1.176
3 C -0.73 0.31 0.34  C1 1.444, N6 1.373, Br8 2.085
4 N 0.83 1.92 1.68  C1 1.173
5 N 1.65 -0.05 -1.21  C2 1.333, H9 0.964, H10 0.982
6 N -1.24 -0.68 1.14  C3 1.373, H11 1.031, H12 1.032
7 O 0.04 -1.68 -1.41  C2 1.176
8 Br -2.04 1.35 -0.90  C3 2.085
9 H 1.96 0.77 -0.80  N5 0.964
10 H 2.36 -0.60 -1.60  N5 0.982
11 H -1.76 -0.39 1.98  N6 1.031
12 H -1.66 -1.46 0.62  N6 1.032

Atomic partial charges in e from the Mulliken method, atoms 1 to 4:
1 C 0.23
2 C 0.59
3 C 0.12
4 N -0.45

=====

Entry 5:
A 2-piece molecular cluster, C3H4BrNO overall at a distorted geometry. Source: OMol25; level of theory: ωB97M-V/def2-TZVPD.

Results
- Highest occupied orbital energy: -0.353 hartree
- Charge: 0
- Multiplicity: 1
- SMILES: C=CBr.N=C=O
- Lowest unoccupied orbital energy: 0.63 eV
- Orbital gap: 10.25 eV

Each atom is followed by the atoms it is bonded to, with distances in Å.
Geometry (Å):
1 C -2.34 1.43 -0.39  N4 1.175, O5 1.154
2 C 1.57 -1.77 0.86  C3 1.295, H7 1.065, H8 1.017
3 C 1.37 -0.69 0.18  C2 1.295, Br6 1.915, H9 1.176
4 N -2.36 2.43 -1.01  C1 1.175, H10 0.998
5 O -2.28 0.55 0.36  C1 1.154
6 Br 2.88 0.32 -0.43  C3 1.915
7 H 2.48 -2.13 1.28  C2 1.065
8 H 0.93 -2.43 1.29  C2 1.017
9 H 0.29 -0.40 -0.19  C3 1.176
10 H -2.54 2.68 -1.96  N4 0.998

Atomic partial charges in e from the Mulliken method, atoms 1 to 4:
1 C 0.50
2 C -0.62
3 C -0.03
4 N -0.37

=====

Entry 6:
A 2-piece molecular cluster, C3H4BrNO overall at a distorted geometry. Source: OMol25; level of theory: ωB97M-V/def2-TZVPD.

Results
- Highest occupied orbital energy: -0.386 hartree
- Charge: 0
- Multiplicity: 1
- Lowest unoccupied orbital energy: -0.84 eV
- Orbital gap: 9.65 eV

Each atom is followed by the atoms it is bonded to, with distances in Å.
Geometry (Å):
1 C -0.56 -1.75 0.12  N4 1.130
2 C 1.15 0.53 -0.45  O5 1.393, H7 1.138, H8 1.011, H9 1.122
3 C -0.99 0.50 0.45  O5 1.351, Br6 1.854, H10 1.160
4 N -0.33 -2.85 -0.01  C1 1.130
5 O -0.15 1.03 -0.47  C2 1.393, C3 1.351
6 Br -2.77 0.82 0.07  C3 1.854
7 H 1.82 1.12 0.25  C2 1.138
8 H 1.50 0.79 -1.36  C2 1.011
9 H 1.03 -0.55 -0.15  C2 1.122
10 H -0.69 0.34 1.56  C3 1.160

Atomic partial charges in e from the Mulliken method, atoms 1 to 4:
1 C -0.07
2 C -0.47
3 C 0.04
4 N -0.37

=====

In order of appearance, relative energy (zero: lowest compared OMol25 entry of this formula, charge and spin) = 416.3 124.2 255.6 78.1 102.3 367.4 kJ/mol.